[1]
Here is C24H53IN4O5SSi2 as an isolated structure from the OMol25 dataset. Energies are from ωB97M-V/def2-TZVPD.

Last column: Löwdin charge in e.
CARTESIAN COORDINATES (ANGSTROEM)
C: 4.497150 -1.662549 -1.119323  -0.2086
H: -0.560013 1.858165 -0.730607  0.0732
H: -4.190000 0.542392 1.361084  0.1075
H: -4.247227 -3.772787 -1.710330  0.0682
C: 7.862359 1.477221 3.773552  -0.5451
N: 8.623688 1.302878 2.660630  0.0084
H: -6.835258 7.807646 -2.156864  0.0843
H: 6.307083 -1.243294 -0.039563  0.1084
H: 0.792570 -3.733229 -2.384819  0.0732
H: 4.825894 -1.504095 -2.153541  0.1146
H: 0.376168 0.294140 -2.627797  0.0316
H: -1.567118 -3.047891 -4.098461  0.0448
N: -7.494907 5.275576 -1.246798  0.0079
H: 10.406879 2.094040 1.879653  0.0830
H: 6.332909 -2.791071 -0.882554  0.1164
H: 10.516391 1.468288 3.525105  0.0695
C: -4.741486 -1.246069 2.429065  -0.3079
H: 4.165873 -0.070622 3.496054  0.0860
C: 8.583948 1.702841 5.082688  -0.0090
H: -8.518579 7.036217 -0.788467  0.0697
C: 5.701764 -2.120236 -0.291265  -0.1735
H: -4.030890 1.139220 -2.380727  0.0638
C: 10.068244 1.303330 2.551039  -0.0789
O: 4.439578 -1.918763 1.718269  -0.0758
H: -5.629279 -5.088394 -3.411704  0.0681
H: -6.330555 -1.446672 1.173600  0.0587
C: -4.570945 -4.853226 -3.556736  -0.1690
H: -5.124923 7.562707 -1.762908  0.0823
C: -6.141238 7.308703 -1.479853  -0.0095
H: 0.848123 -3.255205 -0.706737  0.0762
H: 5.724158 -0.781319 3.881539  0.0750
S: -2.086304 -4.585333 -2.295910  0.8083
C: -2.873095 3.181221 -1.608392  -0.0441
H: 3.693195 -3.597194 -1.585016  0.1251
H: 9.199623 2.601876 5.041107  0.0838
I: 1.054029 -0.376693 1.207494  0.6482
C: 0.846496 -2.856324 -1.725593  -0.2515
C: -2.618593 1.725966 -1.283941  -0.4723
H: -3.990925 -0.975856 0.455943  0.0910
Si: -1.253262 -0.280446 0.362573  0.0399
H: -2.130786 0.226065 2.553542  0.0773
C: -3.856999 -0.498096 1.433310  -0.2702
H: 7.835806 1.820855 5.859856  0.0828
H: -4.586215 -0.867654 3.443225  0.1123
Si: -0.713375 -1.878946 -2.079706  0.3441
N: -3.313694 0.769028 -1.754525  0.1407
H: -4.453715 -2.301441 2.411417  0.1116
C: -1.493138 1.461802 -0.315250  -0.2381
H: 4.838365 -3.766040 0.853470  0.1236
C: 4.337776 -2.169667 3.049016  -0.5613
H: -6.501239 -0.233264 2.222688  0.0565
H: 4.321016 -1.156099 4.900123  0.0914
C: 4.648609 -0.970162 3.877449  0.0188
C: -6.285525 5.806354 -1.564001  -0.5412
H: -2.124004 -1.527469 2.259735  0.0820
N: -6.180038 -1.193855 2.146272  -0.0182
H: -4.117597 -5.680121 -4.106660  0.0660
C: -0.295705 -0.401900 -3.140649  -0.1485
H: 0.251865 -0.763753 -4.017415  0.0438
H: -2.865412 -2.453850 -3.076571  0.0446
H: -7.527562 4.271235 -1.324430  0.1395
C: -8.697207 5.967006 -0.827271  -0.0774
C: 2.173325 -2.124760 -2.009231  -0.2899
H: 2.961773 -2.847707 -0.154323  0.0878
C: -1.891975 -2.952924 -3.058059  -0.5402
H: 8.082788 1.160312 1.822020  0.1376
C: -2.370103 -0.554620 1.822376  -0.2902
C: 5.331274 -2.803875 1.008906  -0.1801
H: 10.429303 0.348698 2.165080  0.0828
H: 6.224146 -2.959959 1.621757  0.1304
C: 3.333637 -2.649773 -1.163943  -0.2362
H: 2.410716 -2.226258 -3.072343  0.1136
H: -1.186977 0.131277 -3.476302  0.0296
H: -3.745557 3.531501 -1.055822  0.0659
H: -6.328830 7.664380 -0.466283  0.0844
H: -1.687280 2.074489 0.577993  0.0932
O: -1.550856 -1.475346 -0.703755  -0.3015
H: 4.136543 -0.697828 -0.749587  0.1050
H: -4.117569 -5.510879 -1.545881  0.0659
H: -2.006721 3.794206 -1.361206  0.0775
H: -3.073627 3.279799 -2.676080  0.0829
H: -9.010176 5.635486 0.163952  0.0835
O: -5.357501 5.089770 -1.902787  0.0243
H: 9.223976 0.855006 5.329210  0.0840
H: -9.515369 5.781143 -1.524731  0.0836
O: 6.645075 1.447624 3.705121  0.0275
H: 2.073959 -1.059005 -1.776895  0.0607
O: 4.049878 -3.246745 3.470641  0.1297
H: -4.505148 -3.943872 -4.156110  0.0621
C: -3.881461 -4.675329 -2.208841  -0.5759

Cartesian forces, eV/Å:
C -0.08 -0.10 -0.23
H -0.05 -0.01 0.00
H 0.01 -0.05 -0.14
H 0.06 -0.05 0.02
C 0.02 0.02 0.00
N 0.05 -0.02 -0.02
H -0.02 0.02 0.03
H 0.05 -0.06 -0.10
H -0.01 -0.06 0.14
H 0.04 0.17 0.10
H -0.12 0.04 -0.04
H -0.02 -0.04 0.04
N -0.03 0.00 0.02
H 0.02 0.02 0.03
H -0.04 -0.07 0.12
H 0.02 0.00 0.01
C -0.19 -0.04 -0.08
H 0.10 -0.06 -0.10
C -0.05 0.00 0.01
H -0.01 0.02 0.01
C -0.07 0.16 0.03
H 0.01 0.00 -0.01
C -0.11 -0.01 -0.07
O 0.63 0.38 -0.23
H 0.03 0.09 -0.02
H -0.05 -0.08 0.06
C -0.03 -0.13 0.12
H 0.01 -0.02 -0.01
C 0.05 -0.02 -0.02
H -0.13 0.10 -0.02
H -0.10 -0.01 -0.15
S 0.07 -0.02 0.10
C 0.23 -0.34 -0.12
H -0.10 -0.07 0.15
H 0.03 -0.02 0.01
I 0.14 0.00 -0.04
C 0.18 -0.14 -0.24
C -0.13 -0.08 -0.02
H -0.08 0.23 -0.03
Si -0.80 0.07 0.12
H -0.03 -0.21 0.15
C 0.08 -0.30 0.10
H -0.02 0.00 -0.01
H 0.06 -0.08 -0.02
Si -0.15 -0.38 -0.36
N 0.11 0.13 0.08
H 0.08 0.05 0.18
C 0.09 -0.10 0.13
H 0.06 0.03 0.00
C -0.07 0.39 -0.15
H -0.02 -0.05 0.04
H 0.05 0.04 -0.05
C -0.34 0.14 0.50
C -0.02 0.05 0.00
H 0.02 0.06 0.05
N 0.11 0.22 -0.14
H -0.01 0.09 -0.03
C 0.16 0.10 0.09
H -0.05 0.02 0.01
H 0.04 -0.01 0.06
H 0.00 0.00 -0.01
C 0.04 -0.12 -0.03
C -0.10 -0.02 0.36
H 0.08 0.02 -0.05
C -0.07 0.14 -0.19
H -0.01 0.01 0.00
C 0.02 0.24 -0.11
C -0.29 -0.09 -0.07
H 0.02 -0.01 0.03
H -0.05 -0.09 -0.01
C 0.11 -0.07 -0.15
H 0.04 0.24 0.02
H 0.05 -0.02 0.06
H 0.08 0.11 -0.09
H -0.03 0.02 -0.01
H 0.13 0.05 -0.05
O 0.74 0.16 -0.01
H -0.01 -0.09 0.05
H 0.12 -0.02 -0.05
H -0.09 0.07 0.04
H -0.15 0.13 0.08
H 0.00 0.03 0.02
O -0.05 0.01 0.01
H 0.03 0.02 0.00
H -0.01 0.04 -0.01
O 0.06 0.04 0.02
H 0.00 -0.03 -0.16
O 0.04 -0.74 0.28
H 0.05 -0.07 -0.05
C -0.38 0.02 0.01

Total charge: 0


[2]
Here is a 3-piece molecular cluster, C24H53N4O11PS2 overall in a non-equilibrium geometry from the OMol25 dataset. Energies are from ωB97M-V/def2-TZVPD.

Last column: Löwdin charge in e.
CARTESIAN COORDINATES (ANGSTROEM)
C: 1.931635 -3.456036 -3.279094  -0.1616
O: 7.322021 7.546459 3.024904  -0.1788
H: -5.806804 -0.639115 0.092962  0.0821
C: 1.389387 -2.934580 -1.934048  -0.2303
H: 0.439668 -1.126182 -2.585132  0.0817
N: -1.510400 -6.196865 0.247663  -0.1648
O: 2.945580 8.402738 2.108308  -0.1944
C: 0.730016 -0.837518 1.547680  -0.1131
H: 2.727391 -5.457901 -3.267398  0.1249
H: 3.921344 8.370864 0.269266  0.0780
H: -4.442589 -1.762506 0.171957  0.0658
H: 5.815163 4.525890 2.823753  0.1165
H: -0.921832 3.148128 4.269041  0.1182
H: 5.932458 8.748728 2.057891  0.0709
C: 6.035492 5.521533 2.425443  -0.2017
C: -0.433912 -5.506058 -3.130824  -0.7586
C: -5.188069 -1.314892 -0.484819  -0.4360
C: 6.440750 8.656452 3.021098  -0.0991
C: -3.410233 -8.138365 -3.457475  -0.3428
H: 2.984209 -3.196265 -3.387678  0.1064
H: 4.054692 6.728733 3.738436  0.1061
H: 1.742480 6.999212 2.950340  0.1211
O: -4.331499 -5.844188 -3.666114  -0.0250
H: -3.245853 -3.416825 -1.070376  0.0819
C: -0.819807 4.097368 2.365643  -0.2240
H: 6.145550 6.508713 4.384341  0.1102
H: -0.244505 1.446825 2.797495  0.0678
C: 6.763348 6.332972 3.496120  -0.2288
H: 0.885980 -0.343972 2.512529  0.0789
C: 0.129695 -2.067360 -2.133937  -0.0884
S: -4.376502 -0.303723 -1.757663  0.7539
H: -3.001513 1.273864 1.854634  0.1230
H: 6.728881 5.380570 1.592055  0.1172
H: -6.280233 -5.476288 -3.054088  0.1412
O: -0.753141 -4.750379 -3.941524  0.1499
P: -0.746261 -7.112018 -1.001267  0.8495
S: -1.703513 -7.617358 -3.723977  0.9634
H: -2.140286 -0.393062 0.355766  0.0876
H: -3.561356 -9.067347 -3.994810  0.0943
C: 3.720573 6.222647 2.823318  -0.2104
H: 3.203316 9.910937 0.771392  0.0876
H: 0.502831 3.068760 0.476996  0.0910
O: -1.376515 -8.655878 -0.878285  -0.3244
C: -4.910820 -4.001403 -2.291818  -0.2959
C: -1.400083 3.030925 3.293088  -0.1985
C: -1.922078 1.264488 1.676966  -0.2092
H: 3.353136 5.229179 3.096231  0.1178
H: -5.262549 -3.356943 -3.098002  0.1566
H: -2.852153 -4.799828 -2.068614  0.0390
C: -4.448822 -7.165457 -3.964671  -0.5784
O: -0.164492 -0.105738 0.730163  -0.2078
H: -3.609050 -8.336165 -2.401750  0.0810
C: -6.084908 -2.404679 -1.061899  -0.5968
H: 1.190476 -3.715684 -1.201377  0.1007
C: -3.392995 -3.856551 -2.056474  -0.0182
O: -5.653410 -3.692660 -1.095718  0.0025
H: 1.686756 -0.888780 1.028970  0.0869
H: -3.523370 -1.148191 -2.373982  -0.1548
H: 5.705100 8.602094 3.826992  0.0889
C: -1.507040 -0.114611 1.204498  -0.2177
C: 1.780119 -4.978095 -3.499475  -0.1418
N: -1.412768 -6.394502 -2.520629  -0.4659
C: 1.152604 3.205515 1.344482  -0.0926
H: 0.368845 -1.857621 1.712102  0.0877
H: -1.654249 -0.864413 1.987387  0.1244
O: -5.348491 -7.551120 -4.581788  0.1871
H: 2.228576 6.606265 1.300910  0.1183
C: 2.577585 7.031901 2.245741  -0.2149
H: 1.590058 -5.169256 -4.553129  0.1279
H: 7.611779 5.730336 3.832892  0.1196
O: 0.797783 -5.599820 -2.661495  -0.0717
H: -5.156267 -6.068601 -1.780997  0.1430
H: -0.349148 -1.944098 -1.164601  0.0560
C: 3.059877 8.831087 0.764691  -0.1173
N: -1.233149 1.630531 2.910153  -0.0504
H: 1.436064 -2.961804 -4.113452  0.1072
O: -7.131481 -2.119184 -1.438348  0.1875
N: 4.809630 6.081347 1.860702  -0.0501
H: 7.040068 9.556991 3.160440  0.0872
H: 2.150009 8.605076 0.200516  0.0873
H: -1.257730 4.067553 1.361347  0.1121
H: 2.168767 -2.304022 -1.505124  0.0965
H: -2.466367 3.230043 3.439172  0.1177
H: 2.099036 3.630005 1.004938  0.0852
H: -0.945736 -6.301737 1.082408  0.0243
H: -2.970778 -3.197788 -2.812698  0.0663
H: -2.453151 -6.529627 0.454761  0.0310
H: -1.702526 1.970902 0.866124  0.1083
C: -5.264943 -5.435971 -2.666940  -0.1040
H: -1.093926 5.069684 2.785298  0.1202
H: 1.375861 2.237754 1.800931  0.0724
H: -2.243711 -8.582657 -0.445050  0.0358
H: 5.023580 6.992038 1.474984  0.0671
O: 0.595823 4.098105 2.296122  -0.1947
H: -0.582975 -2.531524 -2.815505  0.0502

Cartesian forces, eV/Å:
C -0.27 -0.44 -0.04
O -0.19 0.01 0.12
H -0.08 0.18 -0.11
C -0.07 0.55 -0.50
H -0.25 0.23 0.24
N -0.55 -0.94 -0.95
O 0.02 -0.05 -0.32
C 0.02 0.12 -0.18
H -0.16 -0.28 0.34
H -0.07 -0.03 -0.13
H 0.06 0.13 0.06
H -0.04 0.03 0.06
H -0.03 0.08 0.00
H -0.17 0.04 0.08
C -0.01 0.14 -0.27
C -0.28 -1.64 2.59
C 1.07 -1.26 0.06
C 0.26 0.05 -0.14
C 0.26 1.09 0.41
H 0.11 -0.18 0.05
H -0.15 -0.04 0.11
H -0.02 -0.05 -0.04
O 0.67 0.03 0.49
H 0.09 0.16 -0.01
C -0.16 0.27 0.21
H -0.10 0.11 -0.08
H -0.01 -0.03 0.02
C 0.22 -0.27 0.05
H -0.01 -0.13 0.08
C 0.42 -0.56 0.14
S -0.12 0.54 -0.22
H -0.01 0.03 0.00
H 0.06 -0.04 0.06
H -0.12 -0.20 0.05
O -1.33 2.70 -3.47
P 1.89 -0.39 0.55
S -0.07 -0.37 -0.23
H -0.01 0.01 0.00
H 0.21 -0.12 -0.12
C 0.17 0.11 -0.21
H 0.00 -0.01 0.06
H -0.06 -0.06 0.04
O -0.88 1.48 0.04
C 0.78 -0.58 -0.01
C 0.21 -0.17 0.12
C 0.28 -0.02 0.14
H 0.00 0.00 0.00
H 0.05 0.14 -0.01
H -0.25 0.10 -0.15
C 1.98 0.75 1.30
O 0.08 -0.16 0.32
H 0.15 0.01 0.01
C 3.13 0.13 1.37
H 0.07 -0.22 -0.19
C -0.48 0.41 0.16
O 0.57 -0.43 0.01
H -0.03 0.03 -0.04
H -0.27 -0.21 0.48
H -0.06 -0.06 -0.04
C -0.25 0.14 -0.38
C 1.02 0.88 -0.02
N 0.60 -1.24 0.94
C 0.26 0.14 0.17
H 0.01 0.00 0.07
H 0.13 0.06 0.10
O -3.26 -1.45 -2.20
H 0.10 0.05 -0.06
C -0.13 -0.02 0.46
H -0.35 -0.18 0.06
H 0.01 0.02 -0.02
O 0.53 -0.80 0.05
H -0.11 -0.03 0.08
H -0.12 0.52 -0.08
C 0.02 0.05 0.18
N -0.11 0.07 -0.13
H -0.21 0.19 0.14
O -4.62 0.98 -1.68
N -0.05 -0.03 0.18
H 0.04 -0.04 0.03
H 0.04 -0.03 -0.06
H 0.08 -0.14 -0.04
H -0.06 0.03 0.22
H -0.01 0.00 -0.07
H -0.03 0.06 0.01
H 0.02 0.09 0.02
H 0.24 -0.12 -0.01
H -0.07 0.49 0.11
H -0.15 -0.07 -0.13
C -0.05 0.51 0.10
H 0.02 -0.01 0.00
H -0.07 -0.11 -0.14
H 0.09 -0.50 -0.13
H -0.02 -0.02 -0.03
O -0.10 -0.08 -0.18
H 0.05 -0.16 0.02

Total charge: 0


Number 1: HOMO energy -0.291 Ha, frontier orbital gap 8.46 eV. Number 2: HOMO energy -0.316 Ha, frontier orbital gap 8.68 eV.